Below is a 2-piece molecular cluster, C6H14N2O overall, with properties calculated with ωB97M-V with the def2-TZVPD basis set.

As for the HOMO-LUMO gap: 9.6 eV. Its spin multiplicity is 1. The calculation puts the HOMO energy at -9.1336 eV. The value obtained for the LUMO energy is 0.502 eV. The relative energy (zero: lowest compared OMol25 entry of this formula, charge and spin) is 50.5 kcal per mole. The structure (SMILES) is C[C@H](N)[C@@H](C)O.CC#N. Its charge is 0.

Element x y z (Å)
C  -0.53  -1.24  1.74
C  -1.08  -1.04  0.33
N  -0.47  -1.92  -0.67
C  -0.94  0.42  -0.14
C  -1.64  0.70  -1.46
O  -1.25  1.34  0.82
H  -1.06  -0.60  2.45
H  0.53  -0.99  1.77
H  -0.65  -2.28  2.05
H  -2.16  -1.27  0.33
H  -0.71  -2.88  -0.49
H  0.55  -1.85  -0.62
H  0.24  0.57  -0.33
H  -1.38  -0.05  -2.20
H  -2.72  0.67  -1.30
H  -1.38  1.70  -1.81
H  -0.33  1.78  1.16
C  2.80  0.96  -0.59
C  1.70  1.43  0.25
N  1.25  2.04  1.14
H  3.69  1.55  -0.40
H  3.01  -0.09  -0.37
H  2.52  1.05  -1.65

=====

Below is the molecule C6H14N2O, with properties calculated with ωB97M-V with the def2-TZVPD basis set.

As for the HOMO-LUMO gap: 8.3 eV. Its spin multiplicity is 1. The calculation puts the HOMO energy at -7.5627 eV. The value obtained for the LUMO energy is 0.760 eV. The relative energy (zero: lowest compared OMol25 entry of this formula, charge and spin) is 95.0 kcal per mole. Its charge is 0.

Element x y z (Å)
C  0.42  -1.34  -1.52
C  -0.29  2.33  -0.56
N  0.76  -0.12  -0.79
C  -0.72  0.88  -0.41
N  -1.84  0.44  -0.92
H  1.28  0.54  -1.35
H  -2.45  1.21  -1.19
H  1.21  -2.08  -1.42
H  0.25  -1.13  -2.58
H  -0.50  -1.77  -1.13
H  -1.08  2.99  -0.18
H  -0.14  2.55  -1.62
H  0.63  2.54  -0.02
C  1.08  -1.68  1.42
C  -0.48  0.37  1.24
C  0.84  -0.25  1.03
O  -1.52  -0.52  1.54
H  -2.07  -0.52  0.71
H  -0.47  1.26  1.88
H  1.67  0.42  1.26
H  2.00  -2.06  0.97
H  1.17  -1.73  2.51
H  0.25  -2.32  1.14

=====

Below is a 3-piece molecular cluster, C6H14N2O overall, with properties calculated with ωB97M-V with the def2-TZVPD basis set.

As for the HOMO-LUMO gap (spin up / spin down): 7.1 / 7.1 eV. Its spin multiplicity is 1. The calculation puts the HOMO energy (spin up / spin down) at -7.5305 / -7.5320 eV. The value obtained for the LUMO energy (spin up / spin down) is -0.416 / -0.414 eV. The relative energy (zero: lowest compared OMol25 entry of this formula, charge and spin) is 152.2 kcal per mole. Its charge is 0.

Element x y z (Å)
C  -1.34  -0.68  -0.32
C  -1.70  0.09  -1.54
N  -0.97  2.20  0.85
O  -1.48  1.19  1.37
H  -1.66  2.69  0.23
H  0.53  1.69  0.35
H  -1.06  -1.71  -0.47
H  -2.09  -0.70  0.46
H  -1.37  1.15  -1.43
H  -2.78  0.14  -1.70
H  -1.22  -0.30  -2.44
C  1.38  -1.26  -1.02
C  0.78  -0.32  0.00
C  0.96  -0.75  1.40
C  1.45  -0.01  2.39
N  1.04  1.00  -0.26
H  0.98  1.26  -1.24
H  0.68  -1.78  1.58
H  1.06  -1.00  -2.03
H  1.10  -2.29  -0.82
H  2.48  -1.20  -0.98
H  1.75  1.01  2.24
H  1.48  -0.39  3.40